# 1
This record from OMol25 describes a cluster of 2 separate species, C25H29N3O4S in total. The level of theory is ωB97M-V/def2-TZVPD.

```
62
Properties=species:S:1:pos:R:3:forces:R:3:lowdin_charge:R:1
S 0.0933 0.4882 0.6323 -0.1737 -0.0491 -0.1229 0.820
O -3.2479 1.9238 1.6447 0.4159 0.0258 0.0391 0.040
O -1.2411 5.2628 3.9602 -0.1256 -0.3296 0.2845 0.029
O -4.1132 -0.6668 -4.4170 -0.0938 0.0365 -0.0676 0.045
O 6.9161 -3.8110 -0.1814 -0.3907 0.7574 -0.9275 -0.083
N -3.2540 3.4274 3.3057 0.1716 0.8320 0.6973 0.036
N 5.5001 -3.8568 -0.2673 -0.8940 0.1789 -0.6727 -0.007
N -1.0855 4.7842 1.7580 -0.3780 -0.6183 -0.8327 0.113
C -1.8859 -1.4344 -4.8011 0.2256 -0.0539 0.0410 -0.008
C -0.1493 1.0955 2.3261 0.1302 0.3242 0.1114 -0.481
C -1.4694 -1.6171 -2.0471 -0.2771 0.0046 -0.5806 -0.036
C 3.2721 -1.8639 -2.3749 0.5921 -0.8900 0.6190 -0.041
C 3.5498 -2.9748 -1.5674 0.2932 0.8321 -0.4451 -0.140
C -0.1350 2.6216 2.4860 -0.3201 -0.4315 0.0272 -0.195
C -2.7056 -1.1861 -2.5469 0.7620 -0.2551 0.0908 -0.006
C 1.9796 -1.5672 -2.7873 -0.9654 -0.4618 0.1439 -0.033
C 1.8864 0.6728 0.4534 -0.1334 0.1175 0.3885 -0.391
C 1.5890 -5.8176 -0.0474 1.0993 0.6689 -0.2416 -0.077
C 0.0832 -4.3768 -1.2531 -0.1467 -1.1771 0.7321 -0.008
C -2.6848 2.8308 2.2523 -0.7218 -0.2915 -0.5919 -0.463
C -1.3038 3.3216 1.7620 0.5774 0.1491 0.3251 -0.200
C -0.6477 -1.8602 -4.3055 -0.6338 0.2000 0.3800 -0.015
C -4.5651 3.0822 3.8506 0.3488 -0.2867 -0.4720 -0.052
C -0.4270 -1.9639 -2.9218 -0.6761 0.0195 -0.1229 -0.205
C 0.9006 -2.3698 -2.4162 1.0231 1.0233 -0.4859 -0.127
C 1.1402 -3.5123 -1.6092 0.0064 -0.0897 0.0716 -0.101
C 0.3020 -5.5127 -0.4747 -0.6057 0.9873 -0.7283 -0.077
C 2.4691 -3.8228 -1.1775 0.0122 -0.1941 0.1480 -0.101
C 2.6554 -4.9893 -0.4003 -0.6941 -1.0529 0.5381 -0.014
C -0.8129 7.0709 2.4900 0.0498 -0.0877 0.0006 0.005
C -2.9145 -1.0949 -3.9249 0.2058 -0.0438 0.6291 -0.323
C 4.9852 -3.1397 -1.2374 1.7559 -1.1651 1.8655 -0.081
C -1.0698 5.6159 2.8017 0.2171 0.6343 0.7364 -0.546
H -0.9414 5.2050 0.8546 -0.0714 -0.0761 0.0036 0.145
H -2.7141 4.1479 3.7744 0.0288 -0.1487 0.0383 0.091
H 5.6882 -2.5677 -1.8366 -0.0053 0.1264 -0.1831 0.115
H 0.8114 3.0043 2.1031 -0.0455 0.2060 -0.0472 0.108
H 0.6341 0.6722 2.9551 0.0191 -0.0780 0.0074 0.077
H -4.5137 2.1092 4.3417 -0.1594 0.0056 0.0083 0.085
H 1.7658 -6.7052 0.5526 0.0631 0.1246 -0.0805 0.103
H 2.3917 0.0806 1.2167 0.0711 0.0052 -0.0623 0.039
H 7.2454 -4.3967 0.5254 -1.1503 0.1959 -0.3001 0.094
H 4.0760 -1.2051 -2.6923 0.0267 -0.1651 0.0983 0.112
H -0.1871 2.8491 3.5510 0.0731 0.1083 0.0464 0.116
H -0.9301 -4.1837 -1.5885 0.1882 0.1570 -0.0553 0.110
H -1.3089 -1.6667 -0.9732 -0.0342 0.0172 -0.1568 0.092
H -4.7014 -0.4322 -3.6822 0.2904 -0.1241 -0.2606 0.109
H 2.1875 0.3155 -0.5312 -0.1722 -0.0122 0.0446 0.014
H -1.2499 3.0061 0.7194 -0.1851 0.0596 0.0302 0.129
H 0.1472 -2.1171 -4.9994 -0.0912 0.0023 0.0878 0.118
H 2.1644 1.7210 0.5576 0.1170 -0.0251 -0.0558 0.027
H -0.5305 -6.1590 -0.2125 0.0700 0.1084 -0.0668 0.103
H 3.6301 -5.3005 -0.0513 0.1122 0.3798 -0.1597 0.089
H -4.8810 3.8362 4.5729 0.2004 -0.0319 -0.1145 0.084
H 1.8060 -0.6887 -3.4018 -0.0521 -0.1083 0.0708 0.121
H 0.1460 7.1675 1.9844 0.0089 0.1596 -0.1324 0.084
H -0.7886 7.6330 3.4230 -0.0225 -0.1203 -0.1288 0.087
H -1.1004 0.7103 2.6937 -0.0074 -0.1898 -0.2323 0.073
H -5.2992 3.0281 3.0445 0.0410 -0.0490 0.0772 0.084
H -3.4916 -0.9153 -1.8501 -0.0180 0.0328 -0.0426 0.115
H -1.6100 7.4520 1.8545 0.0458 0.1292 -0.1104 0.085
H -2.0556 -1.3599 -5.8701 0.0025 -0.0030 0.0987 0.115
```
Forces are in eV/Å.

Values from the calculation:
gap between HOMO and LUMO	7.72	eV
energy relative to the best compared isomer or geometry (same formula, charge and spin)	264.2	kJ/mol
E_HOMO	-7.73	eV
SMILES string	O/N=C/c1ccc(-c2ccc(O)cc2)c2ccccc12.CNC(=O)[C@H](CCSC)NC(C)=O
calculated total energy	-49890.9210	eV

=====

# 2
This record from OMol25 describes a cluster of 2 separate species, C2H7NO in total. The level of theory is ωB97M-V/def2-TZVPD.

```
11
Properties=species:S:1:pos:R:3:forces:R:3:lowdin_charge:R:1
O 2.3120 0.4166 0.6993 1.6126 -0.6033 -0.6660 -0.098
N -0.3843 -1.1075 -0.9161 0.8490 -2.4951 -0.3285 0.018
C -1.2802 -0.2059 -0.4999 -1.6109 3.1779 1.7892 -0.361
C -1.0235 0.6231 0.5509 -1.3419 1.5868 -0.7545 -0.051
H 0.1924 -1.3048 -0.1064 0.6869 -0.0737 -0.3455 0.082
H -2.2623 -0.1328 -1.0720 1.4393 -0.0504 0.8446 0.123
H -0.0572 0.7750 1.1473 -1.6659 -0.7372 -1.0895 0.054
H -1.8412 1.4047 0.6348 1.2828 -0.8630 0.4888 0.046
H -0.9023 -1.9556 -1.0929 0.3211 -0.4998 -0.5745 0.083
H 2.0615 1.2980 0.4005 0.1999 -0.1039 -0.1634 0.028
H 3.1850 0.1891 0.2545 -1.7729 0.6617 0.7993 0.075
```
Forces are in eV/Å.

Values from the calculation:
gap between HOMO and LUMO	9.11	eV
energy relative to the best compared isomer or geometry (same formula, charge and spin)	135.7	kJ/mol
E_HOMO	-8.21	eV
SMILES string	C=CN.O
calculated total energy	-5723.8352	eV

=====

# 3
This record from OMol25 describes the molecule C6H9N. The level of theory is ωB97M-V/def2-TZVPD.

```
16
Properties=species:S:1:pos:R:3:forces:R:3:lowdin_charge:R:1
N -1.5771 0.1772 1.2897 0.1340 0.1181 -0.0941 0.113
C 1.4478 0.0093 -0.2364 0.0107 -0.0582 -0.0404 -0.143
C 1.1696 -1.3211 -0.2428 0.0736 -0.1563 -0.0630 -0.126
C 2.1564 1.0872 0.0045 -0.2103 0.1270 -0.0355 -0.022
C -0.1056 -1.4536 0.3161 0.2215 0.3560 0.3630 -0.089
C -0.8028 -0.2248 0.2188 -0.2807 -0.5399 0.0032 -0.397
C -1.2505 0.3660 -1.1008 0.2937 0.2059 0.0588 -0.059
H -1.1938 0.0013 2.2067 -0.0830 0.0633 -0.1301 0.099
H -0.7152 -0.0749 -1.9388 0.0396 0.0158 0.1403 0.084
H -0.3990 -2.2498 0.9952 -0.1085 0.0378 0.0177 0.100
H -1.0963 1.4482 -1.1213 -0.0511 -0.0178 -0.0514 0.077
H 3.1768 1.0402 0.3771 -0.1628 -0.0329 0.3531 0.048
H -2.0459 1.0677 1.2039 -0.0089 -0.1780 0.0327 0.094
H -2.3224 0.1744 -1.2402 0.0836 -0.0010 0.1448 0.083
H 1.7361 2.0760 -0.1564 0.1912 -0.0010 -0.3404 0.040
H 1.8220 -2.1232 -0.5754 -0.1424 0.0612 -0.3588 0.100
```
Forces are in eV/Å.

Values from the calculation:
gap between HOMO and LUMO	8.48	eV
energy relative to the best compared isomer or geometry (same formula, charge and spin)	345.0	kJ/mol
E_HOMO	-7.45	eV
SMILES string	C=C=C/C=C(\C)N
calculated total energy	-7854.5838	eV

=====

# 4
This record from OMol25 describes the molecule C5H7NO. The level of theory is ωB97M-V/def2-TZVPD.

```
14
Properties=species:S:1:pos:R:3:forces:R:3:lowdin_charge:R:1
O 1.0418 -0.0452 -0.9704 0.4869 -0.7901 -0.8942 -0.008
N -1.4072 1.9913 -2.3664 -0.0516 0.4139 -0.2787 0.121
C 1.0706 -0.4210 1.3929 -2.4408 0.5112 -1.6144 0.030
C 0.3583 1.0459 -0.4772 -0.6176 3.0609 -2.6790 -0.238
C -1.1394 -0.9835 -0.1836 1.1895 -0.3022 -1.7157 0.001
C 0.1776 -0.2675 0.1445 -0.1254 0.7081 -0.0751 -0.444
C -0.6033 1.7282 -1.5929 1.2436 -2.2149 2.6913 -0.106
H 0.8829 0.2613 2.1615 -0.3477 1.7357 0.8458 0.072
H -1.9008 -0.2835 0.1913 -0.3463 -0.8848 -0.4889 0.092
H -1.1489 -1.9759 0.2384 -0.3229 -0.1209 0.7715 0.062
H 0.7941 -1.2890 1.8559 0.1449 -2.8973 0.9664 0.053
H 1.0100 1.8322 -0.0712 -0.4682 -0.3593 0.2187 0.142
H 2.0361 -0.3238 1.0189 1.8086 -0.2867 -0.1392 0.079
H -1.1716 -1.2696 -1.3417 -0.1531 1.4264 2.3915 0.145
```
Forces are in eV/Å.

Values from the calculation:
gap between HOMO and LUMO	11.67	eV
energy relative to the best compared isomer or geometry (same formula, charge and spin)	279.0	kJ/mol
E_HOMO	-10.92	eV
SMILES string	CC1(C)O[C@H]1C#N
calculated total energy	-8833.3109	eV

=====

# 5
This record from OMol25 describes the molecule C3H2Cl2O. The level of theory is ωB97M-V/def2-TZVPD.

```
8
Properties=species:S:1:pos:R:3:forces:R:3:lowdin_charge:R:1
Cl -2.3121 -0.0617 -0.5271 1.0867 -1.0104 0.5760 0.576
Cl -0.6312 1.7386 0.9802 0.2581 -0.8796 -0.7919 0.534
O 1.0119 -0.7924 1.8528 -0.1185 -0.0110 -1.3576 0.148
C 0.5349 -0.1808 -0.6950 1.2233 -1.4390 -0.2577 -0.086
C -0.6288 0.0189 0.1187 -4.1545 3.3460 1.1027 -0.982
C 0.5243 -0.5308 0.7967 0.2622 -1.7820 0.5639 -0.404
H 0.4872 -0.8702 -1.5517 -0.0305 -0.3617 0.9280 0.140
H 1.0137 0.6785 -0.9746 1.4732 2.1376 -0.7635 0.074
```
Forces are in eV/Å.

Values from the calculation:
gap between HOMO and LUMO	9.29	eV
energy relative to the best compared isomer or geometry (same formula, charge and spin)	267.5	kJ/mol
E_HOMO	-10.16	eV
SMILES string	O=C1CC1(Cl)Cl
calculated total energy	-30232.5216	eV

=====

# 6
This record from OMol25 describes the molecule C6H10O. The level of theory is ωB97M-V/def2-TZVPD.

```
17
Properties=species:S:1:pos:R:3:forces:R:3:lowdin_charge:R:1
O 0.7016 2.3452 -0.6256 -0.1640 -0.2400 1.3996 0.023
C 0.3112 -1.5445 -0.6284 1.2304 -1.4009 -0.1471 -0.154
C -1.4609 0.2438 -0.0106 0.6134 -2.7827 4.8036 -0.169
C 1.8257 -1.9566 -0.6041 -0.2199 -0.9477 -1.9730 -0.114
C 0.1789 2.1688 0.4668 0.4300 0.8052 -2.5275 -0.262
C -1.2752 1.6947 0.5151 0.0509 0.9649 1.8962 -0.179
C -0.2368 -0.7438 0.3100 -0.9797 0.8483 -1.8140 -0.117
H -1.5944 2.0998 1.5586 -0.0585 -1.8281 -1.2998 0.130
H -2.2439 -0.2900 0.6252 0.1401 1.1177 -1.1527 0.121
H -0.2204 -2.0525 -1.4728 0.1027 1.6805 0.3156 0.107
H 0.1082 -0.7119 1.3509 0.5948 0.4848 -0.5976 0.111
H 2.4251 -1.1284 -1.0809 -0.6019 -0.9377 0.5537 0.085
H 2.2581 -2.9873 -0.9742 -1.6590 1.8261 -0.3542 0.099
H 0.7872 2.4462 1.3829 -0.8486 -0.5252 -0.3912 0.128
H -1.7288 0.3047 -1.0163 -0.2153 -0.3402 -1.5524 0.079
H -1.9466 2.2266 -0.1628 0.6883 0.7085 -0.0587 0.104
H 2.1111 -2.1151 0.3663 0.8965 0.5664 2.8997 0.007
```
Forces are in eV/Å.

Values from the calculation:
gap between HOMO and LUMO	9.77	eV
energy relative to the best compared isomer or geometry (same formula, charge and spin)	257.8	kJ/mol
E_HOMO	-8.82	eV
SMILES string	C/C=C/CCC=O
calculated total energy	-8428.5684	eV

=====

Question: What is the gap between HOMO and LUMO in the fourth record?
Answer: 11.67 eV

=====

Repeat the second record exactly.
This record from OMol25 describes a cluster of 2 separate species, C2H7NO in total. The level of theory is ωB97M-V/def2-TZVPD.

```
11
Properties=species:S:1:pos:R:3:forces:R:3:lowdin_charge:R:1
O 2.3120 0.4166 0.6993 1.6126 -0.6033 -0.6660 -0.098
N -0.3843 -1.1075 -0.9161 0.8490 -2.4951 -0.3285 0.018
C -1.2802 -0.2059 -0.4999 -1.6109 3.1779 1.7892 -0.361
C -1.0235 0.6231 0.5509 -1.3419 1.5868 -0.7545 -0.051
H 0.1924 -1.3048 -0.1064 0.6869 -0.0737 -0.3455 0.082
H -2.2623 -0.1328 -1.0720 1.4393 -0.0504 0.8446 0.123
H -0.0572 0.7750 1.1473 -1.6659 -0.7372 -1.0895 0.054
H -1.8412 1.4047 0.6348 1.2828 -0.8630 0.4888 0.046
H -0.9023 -1.9556 -1.0929 0.3211 -0.4998 -0.5745 0.083
H 2.0615 1.2980 0.4005 0.1999 -0.1039 -0.1634 0.028
H 3.1850 0.1891 0.2545 -1.7729 0.6617 0.7993 0.075
```
Forces are in eV/Å.

Values from the calculation:
gap between HOMO and LUMO	9.11	eV
energy relative to the best compared isomer or geometry (same formula, charge and spin)	135.7	kJ/mol
E_HOMO	-8.21	eV
SMILES string	C=CN.O
calculated total energy	-5723.8352	eV